89
Properties=species:S:1:pos:R:3 method="wB97M-V/def2-TZVPD" largest_force_ha_per_bohr=0.0844 total_energy_ha=-3218.30140 gap_ev=6.782 e_lumo_ev=2.10 relative_energy_kj_mol=0.00 charge=-1
C 1.22 -0.32 0.15
N 2.38 -0.56 -0.71
C 3.62 -0.17 -0.02
C 3.88 -1.04 1.21
C 5.36 -1.29 1.55
O 5.44 -1.34 2.96
B 4.14 -0.90 3.52
C 3.55 -2.14 4.45
C 3.52 -3.44 3.70
O 3.11 -4.49 4.15
C 4.39 0.43 4.50
Cl 4.71 0.12 6.21
C 4.44 1.72 4.19
C 4.68 2.87 5.14
Cl 4.23 2.23 2.53
O 3.20 -0.73 2.39
H 1.34 0.56 0.79
H 0.32 -0.17 -0.46
H 1.06 -1.18 0.78
H 2.31 0.06 -1.51
H 4.45 -0.34 -0.71
H 3.62 0.90 0.21
H 3.50 -2.02 0.87
H 6.03 -0.50 1.16
H 5.69 -2.25 1.14
H 4.14 -2.34 5.34
H 2.52 -1.93 4.78
H 3.91 -3.45 2.66
H 4.03 2.81 6.00
H 5.71 2.83 5.51
H 4.55 3.82 4.64
O -2.52 -0.43 1.43
P -3.47 -1.25 2.20
N -3.02 -2.88 2.02
C -3.46 -3.68 0.89
C -1.60 -3.08 2.34
N -4.97 -0.89 1.48
C -6.02 -1.85 1.25
C -4.99 0.17 0.48
N -4.10 -1.34 3.78
C -3.89 -0.10 4.54
C -3.89 -2.51 4.64
H -3.14 -4.71 1.06
H -3.05 -3.34 -0.07
H -4.54 -3.70 0.82
H -1.39 -2.74 3.35
H -0.93 -2.55 1.66
H -1.37 -4.15 2.30
H -5.89 -2.40 0.30
H -6.99 -1.34 1.20
H -6.08 -2.57 2.07
H -4.65 -0.17 -0.51
H -4.35 1.00 0.78
H -6.01 0.55 0.39
H -2.85 0.03 4.86
H -4.53 -0.09 5.43
H -4.17 0.76 3.93
H -2.85 -2.69 4.91
H -4.29 -3.40 4.17
H -4.46 -2.34 5.56
O 0.83 2.06 -3.00
P 0.35 1.97 -4.40
N 0.62 3.50 -5.11
C -0.32 4.60 -4.93
C 2.01 3.92 -5.00
N -1.29 1.58 -4.14
C -2.39 2.15 -4.87
C -1.68 1.22 -2.77
N 0.39 1.06 -5.86
C 1.00 -0.27 -5.68
C 0.80 1.64 -7.13
H -0.01 5.43 -5.57
H -0.37 4.96 -3.89
H -1.31 4.32 -5.25
H 2.67 3.17 -5.46
H 2.33 4.06 -3.96
H 2.16 4.86 -5.54
H -2.72 3.11 -4.45
H -3.25 1.47 -4.86
H -2.13 2.30 -5.92
H -1.84 2.10 -2.13
H -0.93 0.60 -2.30
H -2.61 0.65 -2.82
H 2.08 -0.22 -5.57
H 0.77 -0.91 -6.53
H 0.58 -0.75 -4.79
H 1.85 1.96 -7.16
H 0.17 2.49 -7.40
H 0.66 0.88 -7.90